1.
134
Properties=species:S:1:pos:R:3:mulliken_charge:R:1 method="wB97M-V/def2-TZVPD" orbital_gap_ev=6.96 homo_energy_ev=-6.7 multiplicity=1
In 0.236 -0.173 1.125 0.373
C -1.971 -3.424 4.170 -2.568
C -0.917 -2.337 4.252 1.314
C 0.421 -2.556 3.908 1.456
C 0.921 -3.887 3.387 -2.182
C 1.361 -1.515 4.033 0.922
C 2.784 -1.798 3.600 -2.039
C 0.964 -0.257 4.499 1.330
C 1.930 0.904 4.618 -1.904
C -0.378 -0.042 4.842 1.470
C -0.849 1.301 5.354 -2.471
C -1.312 -1.071 4.712 1.199
C -2.759 -0.784 5.042 -2.109
H -2.423 -3.591 5.151 0.554
H -1.579 -4.380 3.839 0.367
H -2.771 -3.139 3.480 0.358
H 1.619 -4.346 4.092 0.529
H 1.454 -3.752 2.443 0.121
H 0.126 -4.605 3.209 0.301
H 2.858 -1.811 2.505 0.133
H 3.120 -2.772 3.955 0.409
H 3.494 -1.066 3.970 0.550
H 2.023 1.229 5.657 0.534
H 1.574 1.754 4.031 0.175
H 2.925 0.668 4.258 -0.025
H -1.130 1.231 6.409 0.438
H -1.730 1.638 4.803 0.333
H -0.092 2.074 5.267 0.460
H -3.234 -0.240 4.217 0.225
H -2.850 -0.164 5.934 0.444
H -3.336 -1.689 5.213 0.439
C 0.308 -5.196 -1.072 -1.423
Sb 0.023 -3.156 -0.400 0.452
C -0.667 -2.512 -2.327 -0.596
C -1.962 -3.460 0.518 0.026
C -2.957 -4.154 -0.353 1.077
C -3.094 -5.543 -0.184 -0.620
C -3.965 -6.305 -0.936 -0.750
C -4.741 -5.682 -1.905 -0.693
C -4.621 -4.317 -2.081 -0.772
C -3.741 -3.523 -1.331 0.835
C -3.742 -2.050 -1.724 -1.714
Sb -2.524 -0.437 -0.912 -0.070
C -3.921 0.012 0.676 -0.791
C -3.431 0.919 -2.332 -1.053
H 1.211 -5.215 -1.689 0.387
H -0.546 -5.531 -1.662 0.427
H 0.452 -5.867 -0.224 0.349
H -1.385 -3.229 -2.724 0.633
H 0.197 -2.436 -2.991 0.326
H -1.111 -1.521 -2.245 -0.642
H -2.262 -2.464 0.839 -0.627
H -1.769 -4.038 1.424 0.412
H -2.499 -6.023 0.587 0.398
H -4.045 -7.372 -0.764 0.414
H -5.429 -6.255 -2.517 0.402
H -5.221 -3.833 -2.846 0.458
H -4.759 -1.669 -1.607 0.929
H -3.522 -1.994 -2.795 0.652
H -4.920 0.135 0.253 0.548
H -3.629 0.926 1.198 -0.280
H -3.934 -0.812 1.393 0.406
H -4.488 0.671 -2.454 0.536
H -2.925 0.830 -3.296 0.332
H -3.342 1.948 -1.987 0.076
O -4.415 3.841 2.423 -0.545
C -3.921 3.672 1.099 -0.308
C -2.777 4.657 0.870 1.794
C -3.348 6.080 0.777 -1.304
O -4.231 6.270 -0.321 -0.549
C -1.787 4.624 2.032 -1.688
Se -0.933 2.861 2.094 -0.294
C -2.066 4.312 -0.439 -1.905
Se -0.717 2.868 -0.232 0.072
H -5.255 3.385 2.503 0.320
H -4.698 3.878 0.358 0.663
H -3.551 2.654 0.944 -0.382
H -2.518 6.794 0.744 0.426
H -3.937 6.279 1.670 0.457
H -3.736 6.211 -1.142 0.352
H -2.298 4.751 2.985 0.613
H -1.018 5.386 1.921 0.484
H -1.520 5.176 -0.820 0.596
H -2.770 3.969 -1.199 0.524
N 1.201 0.005 -0.754 0.275
P 2.294 0.655 -1.597 -1.830
N 1.791 1.694 -2.816 1.486
C 0.621 1.264 -3.594 0.514
C -0.192 2.472 -4.041 -0.130
C 0.646 3.380 -4.965 -0.801
C 2.151 3.184 -4.719 -0.996
C 2.428 2.939 -3.240 -0.774
N 3.470 1.640 -0.838 0.079
C 2.931 2.818 -0.119 -0.136
C 2.969 2.637 1.395 0.661
C 4.421 2.503 1.876 -0.848
C 5.286 1.784 0.820 -1.165
C 4.442 0.861 -0.046 0.102
N 3.236 -0.478 -2.408 0.722
C 3.379 -1.833 -1.866 0.933
C 4.276 -2.689 -2.752 -1.120
C 3.835 -2.589 -4.211 -0.750
C 3.841 -1.117 -4.696 -0.767
C 4.083 -0.146 -3.540 -0.471
H 0.029 0.595 -2.968 -0.950
H 0.923 0.698 -4.489 0.096
H -0.495 3.028 -3.151 -0.306
H -1.104 2.142 -4.543 0.476
H 0.384 4.426 -4.787 0.298
H 0.417 3.169 -6.011 0.352
H 2.706 4.062 -5.052 0.487
H 2.518 2.332 -5.298 0.237
H 2.045 3.798 -2.670 0.219
H 3.500 2.885 -3.051 0.670
H 1.902 2.987 -0.435 -0.260
H 3.509 3.709 -0.388 0.211
H 2.399 1.741 1.649 -0.753
H 2.477 3.480 1.881 0.545
H 4.449 1.954 2.821 0.182
H 4.835 3.494 2.072 0.396
H 6.071 1.198 1.300 0.489
H 5.778 2.513 0.171 0.331
H 3.941 0.125 0.603 -0.012
H 5.084 0.305 -0.731 0.249
H 2.393 -2.300 -1.815 -0.965
H 3.767 -1.829 -0.841 -0.121
H 4.227 -3.719 -2.396 0.507
H 5.317 -2.367 -2.659 0.364
H 2.827 -3.004 -4.299 0.270
H 4.484 -3.198 -4.841 0.409
H 2.879 -0.876 -5.155 0.171
H 4.611 -0.959 -5.455 0.480
H 3.853 0.869 -3.859 0.006
H 5.146 -0.158 -3.262 0.434


2.
23
Properties=species:S:1:pos:R:3:nbo_charge:R:1 method="wB97M-V/def2-TZVPD" orbital_gap_ev=9.16 charge=+1 homo_energy_ev=-12.2 multiplicity=1
C 0.494 1.194 0.917 0.017
C 0.620 0.139 0.088 -0.232
N -0.652 -0.490 -0.369 -0.672
N 1.569 1.788 1.462 -0.759
H -0.472 1.487 1.286 0.217
H 1.458 -0.172 -0.505 0.248
H -0.711 -1.493 -0.433 0.453
H -1.361 -0.055 0.212 0.440
H -0.655 -0.157 -1.320 0.451
H 2.500 1.499 1.212 0.404
H 1.549 2.594 2.058 0.416
H -2.393 2.515 -1.063 0.504
H -2.933 1.966 0.326 0.493
O -2.210 1.964 -0.298 -0.989
H 0.335 -0.138 4.094 0.467
H 0.709 -0.090 2.642 0.453
O 1.111 -0.189 3.521 -0.924
H 1.789 -3.123 -1.667 0.480
H 2.647 -2.150 -2.133 0.480
O 1.809 -2.150 -1.650 -0.954
H -1.395 -1.961 -3.436 0.501
H -2.291 -1.209 -2.446 0.475
O -1.518 -1.770 -2.499 -0.968


3.
20
Properties=species:S:1:pos:R:3:nbo_charge:R:1 method="wB97M-V/def2-TZVPD" orbital_gap_ev=11.24 homo_energy_ev=-10.3 multiplicity=1
C -0.463 0.975 -0.927 -0.648
C 0.432 1.595 0.161 0.081
C -0.121 2.953 0.627 -0.643
O 0.545 0.714 1.331 -0.720
H -1.150 0.224 -0.526 0.207
H 0.158 0.315 -1.633 0.222
H -0.978 1.818 -1.380 0.221
H 1.460 1.696 -0.125 0.178
H -1.159 2.844 0.906 0.205
H 0.390 3.149 1.680 0.228
H 0.104 3.853 -0.114 0.217
H -0.232 0.216 1.312 0.453
C -0.604 -2.892 -1.101 -0.609
C 0.414 -2.978 0.002 -0.618
H -0.576 -2.233 -1.879 0.203
H -0.697 -3.788 -1.594 0.204
H -1.663 -2.617 -0.728 0.186
H 0.530 -2.062 0.714 0.215
H 0.063 -3.830 0.637 0.210
H 1.444 -3.212 -0.497 0.208


4.
41
Properties=species:S:1:pos:R:3:lowdin_spin:R:1 method="wB97M-V/def2-TZVPD" orbital_gap_ev="6.26 / 6.32" charge=-1 homo_energy_ev="-3.9 / -4.0" multiplicity=5
Fe 1.239 0.158 -0.224 3.714
Cl 4.111 6.281 0.802 0.001
C 3.838 4.642 0.317 0.003
C 4.775 3.978 -0.461 0.000
Cl 6.211 4.805 -0.970 0.000
C 4.549 2.648 -0.842 0.005
Cl 5.709 1.826 -1.836 0.001
C 3.403 1.957 -0.457 0.003
O 3.141 0.722 -0.785 0.075
C 2.423 2.655 0.341 0.006
O 1.354 1.996 0.671 0.074
C 2.669 3.978 0.705 0.004
Cl 1.462 4.791 1.647 0.001
N -0.367 0.651 -1.618 0.025
C -1.408 0.690 -1.105 0.019
N -2.599 0.722 -0.561 0.006
C -2.897 1.661 0.523 0.001
C -4.389 1.951 0.473 0.000
O -5.153 0.760 0.570 0.000
C -4.842 -0.150 -0.472 0.000
C -3.369 -0.526 -0.456 0.001
H -2.315 2.572 0.399 0.000
H -2.641 1.202 1.483 0.000
H -4.630 2.472 -0.463 0.000
H -4.682 2.576 1.314 0.000
H -5.095 0.296 -1.445 0.000
H -5.458 -1.033 -0.310 0.000
H -3.120 -1.179 -1.290 0.000
H -3.110 -1.035 0.476 0.001
Se -0.167 -1.456 1.297 0.031
C 0.467 -3.154 0.693 0.006
C 0.109 -4.319 1.372 0.002
C 0.600 -5.549 0.961 0.000
C 1.447 -5.640 -0.134 0.002
C 1.793 -4.489 -0.827 0.001
C 1.304 -3.257 -0.421 0.010
H -0.550 -4.245 2.228 0.000
H 0.321 -6.445 1.502 0.000
H 1.842 -6.601 -0.441 0.000
H 2.448 -4.550 -1.688 0.000
H 1.577 -2.360 -0.964 0.007


5.
53
Properties=species:S:1:pos:R:3:nbo_charge:R:1 method="wB97M-V/def2-TZVPD" orbital_gap_ev=9.18 homo_energy_ev=-8.6 multiplicity=1
C -2.160 -2.225 -1.329 -0.710
C -1.238 -2.256 -0.161 0.345
C 0.103 -2.901 -0.343 -0.546
C 1.145 -1.791 -0.570 0.703
O 1.685 -1.614 -1.636 -0.605
N 1.346 -1.074 0.560 -0.639
C 2.112 0.108 0.689 0.131
C 1.482 1.214 1.247 -0.230
C 2.176 2.396 1.411 -0.208
C 3.496 2.469 1.012 -0.205
C 4.145 1.363 0.475 -0.021
C 3.461 0.156 0.326 0.047
C 4.148 -1.075 -0.191 -0.454
C 5.667 -0.963 -0.147 -0.390
C 6.088 0.357 -0.775 -0.393
C 5.597 1.500 0.104 -0.422
N -1.434 -1.715 0.978 -0.319
N -2.631 -1.102 1.281 -0.464
C -3.872 -1.623 1.155 0.626
O -4.136 -2.706 0.677 -0.614
C -4.942 -0.686 1.731 -0.164
O -4.604 0.677 1.617 -0.516
C -4.546 1.225 0.360 0.375
C -4.805 0.536 -0.818 -0.345
C -4.705 1.196 -2.033 -0.175
C -4.351 2.530 -2.087 -0.242
C -4.095 3.217 -0.910 -0.185
C -4.190 2.572 0.306 -0.286
H -2.932 -2.988 -1.210 0.274
H -1.615 -2.401 -2.252 0.231
H -2.665 -1.259 -1.380 0.237
H 0.102 -3.560 -1.209 0.242
H 0.383 -3.458 0.550 0.245
H 0.623 -1.196 1.262 0.426
H 0.445 1.139 1.541 0.204
H 1.686 3.257 1.840 0.212
H 4.043 3.394 1.127 0.206
H 3.827 -1.243 -1.223 0.248
H 3.814 -1.941 0.388 0.213
H 6.016 -1.001 0.888 0.192
H 6.110 -1.805 -0.683 0.210
H 7.174 0.410 -0.879 0.207
H 5.647 0.440 -1.770 0.200
H 6.186 1.522 1.028 0.209
H 5.751 2.459 -0.397 0.215
H -2.519 -0.294 1.882 0.407
H -5.033 -0.876 2.805 0.221
H -5.903 -0.914 1.257 0.208
H -5.084 -0.506 -0.808 0.228
H -4.907 0.651 -2.944 0.216
H -4.274 3.034 -3.038 0.216
H -3.819 4.260 -0.940 0.217
H -3.997 3.090 1.232 0.222


6.
45
Properties=species:S:1:pos:R:3:nbo_charge:R:1 method="wB97M-V/def2-TZVPD" orbital_gap_ev=9.60 homo_energy_ev=-9.2 multiplicity=1
O -1.271 2.213 -1.317 -0.682
C -1.538 1.930 -2.485 0.905
N -0.571 2.001 -3.434 -0.618
C 0.870 2.201 -3.122 -0.461
S 1.659 0.775 -2.262 2.216
O 3.114 0.837 -2.345 -0.917
O 1.118 -0.495 -2.750 -0.951
N 1.168 1.009 -0.618 -0.884
C 1.110 -0.006 0.441 0.143
C -0.106 -0.955 0.286 -0.427
C -0.199 -1.951 1.431 -0.215
C 1.102 -2.754 1.495 -0.404
C 2.310 -1.834 1.718 -0.211
C 2.133 -1.048 3.004 -0.403
C 0.831 -0.208 2.940 -0.217
C -0.404 -1.138 2.743 -0.400
C 0.975 0.778 1.779 -0.400
C 2.345 -0.908 0.489 -0.425
O -2.771 1.630 -2.983 -0.505
C -3.890 1.631 -2.064 -0.079
C -3.874 0.369 -1.200 -0.396
Cl -5.358 0.216 -0.244 -0.051
H -0.765 1.566 -4.343 0.418
H 0.951 3.088 -2.498 0.255
H 1.344 2.379 -4.095 0.259
H 0.310 1.578 -0.628 0.431
H 0.038 -1.523 -0.637 0.229
H -1.037 -0.347 0.254 0.195
H -1.060 -2.643 1.235 0.212
H 1.021 -3.409 2.384 0.202
H 1.204 -3.357 0.564 0.212
H 3.227 -2.428 1.795 0.216
H 2.965 -0.367 3.187 0.208
H 2.084 -1.710 3.876 0.206
H 0.688 0.322 3.847 0.211
H -0.474 -1.854 3.591 0.204
H -1.332 -0.613 2.662 0.205
H 0.089 1.404 1.756 0.206
H 1.871 1.416 1.899 0.216
H 3.252 -0.324 0.534 0.220
H 2.387 -1.497 -0.461 0.223
H -3.872 2.479 -1.428 0.204
H -4.819 1.652 -2.674 0.209
H -3.783 -0.496 -1.814 0.217
H -3.042 0.391 -0.507 0.227